Entry from the Open Molecules 2025 dataset: the molecule C8H16N2O4S at a distorted geometry (ωB97M-V/def2-TZVPD).

Values from the calculation:
Lowest unoccupied orbital energy, eV: 0.249
Max |F|, eV/Å: 2.193
Frontier orbital gap, eV: 8.7
DFT total energy, eV: -30561.235

Structure (XYZ):
```
31
Properties=species:S:1:pos:R:3:nbo_charge:R:1
S -1.299 -1.872 -3.647 0.170
O 1.618 2.580 3.376 -0.728
O 0.996 4.529 1.508 -0.676
O -1.099 -0.267 1.976 -0.650
O 0.423 3.467 -0.428 -0.566
N 0.398 1.095 0.952 -0.623
N -0.111 -2.538 0.750 -0.821
C -0.175 -0.122 1.169 0.668
C -0.065 2.289 1.640 -0.180
C 0.178 -1.204 0.183 -0.142
C -0.228 -2.027 -2.160 -0.521
C -0.554 -0.928 -1.156 -0.413
C 0.224 2.330 3.161 -0.106
C 0.532 3.470 0.782 0.792
C -0.612 -3.189 -4.708 -0.740
H 1.306 4.145 2.358 0.504
H -1.268 -3.170 -5.592 0.233
H 1.632 2.843 4.340 0.485
H -1.194 2.295 1.519 0.244
H 0.458 -3.082 -4.907 0.216
H 0.837 -2.022 -2.462 0.202
H 0.892 1.247 0.026 0.428
H -1.030 -2.426 1.204 0.377
H 0.538 -2.700 1.528 0.362
H -0.092 1.348 3.563 0.219
H -0.788 -4.182 -4.225 0.213
H -0.286 0.047 -1.640 0.222
H -0.399 -2.992 -1.672 0.233
H -1.658 -0.969 -0.966 0.220
H 1.236 -1.125 -0.061 0.199
H -0.412 3.129 3.591 0.181
```

Entry from the Open Molecules 2025 dataset: a cluster of 2 separate species, C5H5Cl2P in total at a distorted geometry (ωB97M-V/def2-TZVPD).

Values from the calculation:
Lowest unoccupied orbital energy (spin up / spin down), eV: -0.577 / -1.141
Max |F|, eV/Å: 3.337
Frontier orbital gap (spin up / spin down), eV: 7.6 / 7.6
DFT total energy, eV: -39595.590

Structure (XYZ):
```
13
Properties=species:S:1:pos:R:3:nbo_charge:R:1
Cl 2.197 -1.435 2.360 -0.260
Cl -0.570 -0.339 3.239 -0.299
P 1.201 0.242 2.428 0.565
C 0.455 -0.621 -1.051 -0.190
C -0.117 1.566 -1.136 0.143
C -1.167 1.056 -0.469 -0.317
C 0.907 0.647 -1.342 -0.339
C -0.946 -0.429 -0.427 -0.498
H -2.023 1.624 -0.170 0.227
H -1.489 -0.793 -1.261 0.263
H 1.037 -1.519 -0.878 0.224
H 1.780 1.081 -1.856 0.230
H -1.266 -1.079 0.564 0.251
```

Entry from the Open Molecules 2025 dataset: a cluster of 2 separate species, C4H6N2O in total at a distorted geometry (ωB97M-V/def2-TZVPD).

Values from the calculation:
Lowest unoccupied orbital energy, eV: 0.673
Max |F|, eV/Å: 2.900
Frontier orbital gap, eV: 10.1
DFT total energy, eV: -9269.912

Structure (XYZ):
```
13
Properties=species:S:1:pos:R:3:nbo_charge:R:1
O 1.176 0.635 -0.694 -0.695
N -2.733 1.418 -0.294 -0.311
N 2.908 1.238 0.415 -0.862
C -1.976 -2.041 -0.176 -0.292
C 2.196 0.152 -0.038 0.333
C -1.592 -0.815 0.191 -0.323
C -2.307 0.375 -0.085 0.256
H 1.162 1.575 -0.955 0.459
H 3.687 1.063 1.119 0.408
H -1.410 -2.880 0.189 0.213
H -0.740 -0.743 0.811 0.243
H -2.888 -2.153 -0.836 0.211
H 2.516 2.176 0.353 0.360
```

Entry from the Open Molecules 2025 dataset: the molecule C22H31N3O6S at a distorted geometry (ωB97M-V/def2-TZVPD).

Values from the calculation:
Lowest unoccupied orbital energy, eV: -0.224
Max |F|, eV/Å: 1.083
Frontier orbital gap, eV: 8.5
DFT total energy, eV: -50907.996

Structure (XYZ):
```
63
Properties=species:S:1:pos:R:3:nbo_charge:R:1
S -1.957 -4.203 0.313 2.340
O -3.098 -4.872 -0.238 -0.941
O -2.655 -0.905 2.710 -0.527
O 2.099 -0.920 -0.557 -0.634
O 2.640 2.695 -2.679 -0.664
O 1.998 2.274 0.738 -0.553
O -0.756 -4.937 0.568 -0.930
N 3.613 1.194 -1.284 -0.610
N -0.747 0.495 -3.146 -0.377
N -2.442 -3.559 1.763 -0.676
C 0.768 2.578 2.846 -0.642
C 3.153 3.040 1.021 -0.071
C 1.429 0.730 -2.140 -0.298
C -1.378 -1.491 2.561 -0.080
C -0.341 -2.213 -0.696 -0.124
C -3.560 -1.378 1.736 -0.086
C -1.452 -3.019 2.665 -0.263
C -1.708 1.067 -4.072 -0.206
C 2.615 1.644 -2.058 0.688
C 4.652 2.063 -0.795 -0.224
C -1.038 -0.603 -2.372 0.275
C -3.723 -2.899 1.831 -0.260
C -0.058 -1.093 -1.483 -0.184
C 1.261 -0.455 -1.329 0.524
C -2.538 -2.350 -1.640 -0.158
C -2.279 -1.260 -2.438 -0.270
C -2.691 1.990 -3.357 -0.620
C -1.568 -2.821 -0.764 -0.364
C 4.477 2.329 0.702 -0.431
C 2.180 0.520 2.465 -0.650
C 0.435 1.123 -2.980 0.142
C 1.338 1.610 1.802 0.118
H -1.734 -3.300 3.686 0.205
H 0.027 2.062 3.450 0.215
H -4.507 -0.874 1.937 0.200
H 1.546 2.953 3.508 0.200
H 4.528 1.379 1.237 0.201
H -3.387 2.416 -4.074 0.222
H -4.190 -3.152 2.790 0.207
H 0.496 1.132 1.284 0.178
H -2.233 0.264 -4.593 0.208
H 5.296 2.963 1.048 0.212
H -3.485 -2.865 -1.685 0.246
H -3.256 1.450 -2.601 0.213
H -2.154 2.800 -2.869 0.220
H 0.292 3.420 2.350 0.218
H -3.049 -0.918 -3.110 0.221
H -0.768 -1.083 3.368 0.198
H 5.629 1.600 -0.975 0.195
H 0.430 -2.594 -0.044 0.264
H 2.523 -0.188 1.715 0.236
H -3.204 -1.099 0.731 0.163
H 0.601 2.018 -3.566 0.245
H -4.335 -3.290 1.019 0.237
H -0.946 -1.195 1.594 0.166
H 3.075 3.930 0.386 0.190
H 3.036 0.949 2.981 0.200
H -1.150 1.638 -4.817 0.219
H 3.161 3.366 2.066 0.171
H -0.498 -3.482 2.415 0.242
H 1.573 -0.013 3.192 0.207
H 4.587 2.994 -1.363 0.226
H 3.425 0.347 -0.753 0.430
```